Entry 1:
6 unconnected molecules or ions with the total composition C16H40Cl4N2O10P2, computed with the ωB97M-V functional and the def2-TZVPD basis.

```
74
Properties=species:S:1:pos:R:3:mulliken_charge:R:1
C -2.62 3.87 0.21 -1.1490
C -2.25 3.21 -1.09 0.7579
O -3.04 2.39 -1.55 -0.6579
N -1.11 3.56 -1.72 0.0037
C -0.78 3.36 -3.11 -0.8643
H -1.94 4.66 0.54 0.3303
H -2.80 3.18 1.03 0.2546
H -3.56 4.40 0.02 0.3725
H -0.69 4.45 -1.50 0.2030
H -1.10 2.41 -3.54 0.3312
H 0.30 3.40 -3.20 0.0795
H -1.09 4.20 -3.74 0.3750
C 3.55 -0.48 5.70 -1.1785
C 2.86 -0.65 4.36 0.6367
O 2.20 0.29 3.94 -0.5749
N 3.09 -1.78 3.67 -0.1605
C 2.23 -2.15 2.55 0.1431
H 4.49 0.03 5.48 0.3099
H 3.83 -1.41 6.21 0.3500
H 2.98 0.18 6.35 0.3114
H 3.80 -2.41 4.01 0.2049
H 1.22 -2.18 2.93 -0.3597
H 2.60 -3.02 2.01 0.3687
H 2.28 -1.35 1.81 -0.0262
C -5.11 -6.12 -2.44 -0.7085
O -4.16 -5.44 -1.63 -0.3163
P -3.73 -3.95 -1.99 0.9847
O -2.57 -3.84 -2.87 -0.7085
O -3.57 -3.33 -0.54 -0.1677
C -3.14 -1.97 -0.49 -0.6459
O -5.05 -3.28 -2.62 -0.3080
C -6.14 -2.96 -1.75 -0.6129
H -4.85 -7.17 -2.50 0.2769
H -5.19 -5.72 -3.45 0.3633
H -6.11 -6.11 -1.99 0.2338
H -2.22 -1.69 -1.01 0.3428
H -2.88 -1.77 0.55 0.1030
H -3.92 -1.29 -0.84 0.3776
H -5.86 -2.78 -0.71 0.2786
H -6.80 -3.83 -1.72 0.2450
H -6.66 -2.07 -2.10 0.2630
C 4.33 1.50 -1.09 -0.7571
O 4.21 2.39 -2.22 -0.3163
P 3.30 3.69 -2.10 0.9453
O 2.02 3.39 -1.48 -0.4982
O 3.32 4.29 -3.57 -0.3363
C 3.78 3.59 -4.71 -0.6657
O 4.14 4.74 -1.28 -0.3461
C 5.46 5.09 -1.76 -0.6884
H 3.94 0.50 -1.28 0.2353
H 3.91 1.95 -0.20 0.3337
H 5.41 1.45 -0.92 0.3254
H 4.61 4.20 -5.08 0.2865
H 3.18 3.54 -5.62 0.3056
H 4.15 2.59 -4.50 0.3227
H 6.12 5.00 -0.90 0.2670
H 5.44 6.16 -2.00 0.2577
H 5.78 4.52 -2.62 0.3207
Cl -0.55 -0.52 1.75 0.0085
C -0.54 0.59 0.38 -0.4577
C 0.75 0.60 -0.38 -0.0452
Cl 1.06 -1.02 -1.08 -0.2146
H -0.73 1.60 0.78 0.1839
H -1.44 0.42 -0.22 0.2106
H 1.57 0.87 0.28 0.2468
H 0.84 1.30 -1.20 0.0414
Cl -1.43 -4.16 6.67 -0.2035
C -0.76 -3.80 5.06 -0.3060
C -1.68 -2.92 4.27 0.1467
Cl -3.13 -3.81 3.71 -0.1914
H -0.44 -4.69 4.53 0.4027
H 0.17 -3.27 5.29 0.0812
H -1.23 -2.55 3.36 -0.3407
H -2.02 -2.07 4.86 0.3833
```

Results
DFT total energy = -109368.371 eV


Entry 2:
A molecular structure, C16H40MnO8, computed with the ωB97M-V functional and the def2-TZVPD basis.

```
65
Properties=species:S:1:pos:R:3:mulliken_charge:R:1
Mn -0.60 0.30 -0.40 1.8567
C -3.24 -0.57 3.24 -1.3188
C -2.94 -1.03 1.84 -0.2959
O -2.00 -0.29 1.09 -0.1402
H -2.32 -0.47 3.81 0.3236
H -4.03 -1.17 3.69 0.4199
H -3.82 0.35 3.19 0.3294
H -3.87 -1.03 1.27 0.4310
H -2.71 -2.10 1.92 0.2247
C 1.04 1.91 -4.18 -1.2948
C 1.48 1.12 -2.97 -0.4695
O 0.58 1.11 -1.90 -0.3337
H 0.09 1.65 -4.65 0.2635
H 1.80 1.84 -4.96 0.4082
H 1.02 2.98 -3.99 0.2741
H 2.34 1.71 -2.68 0.2122
H 1.76 0.14 -3.38 0.2522
C 0.94 -5.61 1.24 -0.7879
O 0.73 -4.47 0.39 -0.2945
C -0.57 -3.78 0.67 -0.8215
C -0.73 -2.78 -0.42 -0.8687
O 0.23 -1.62 -0.46 0.0389
C 1.57 -2.04 -0.55 -0.7155
H 1.96 -5.98 1.14 0.2527
H 0.26 -6.37 0.87 0.3138
H 0.67 -5.38 2.27 0.3032
H -0.48 -3.19 1.59 0.2843
H -1.45 -4.42 0.68 0.4998
H -1.79 -2.55 -0.46 0.4747
H -0.52 -3.30 -1.35 0.5858
H 1.74 -2.74 -1.37 0.3922
H 2.15 -2.19 0.36 0.2059
H 2.07 -1.10 -0.79 0.0320
C 1.00 0.17 2.37 -0.8481
O 0.99 0.78 1.06 0.3917
C 1.89 1.87 0.89 -0.7166
C 3.33 1.53 0.92 -0.7578
O 3.78 1.30 2.25 -0.2960
C 4.81 2.14 2.78 -0.7966
H 1.95 -0.32 2.60 0.3557
H 0.32 -0.68 2.39 0.0674
H 0.82 0.87 3.19 0.3320
H 1.63 2.58 1.67 0.5229
H 1.62 2.50 0.04 0.3177
H 3.86 2.35 0.42 0.5511
H 3.53 0.67 0.29 0.1756
H 5.58 2.37 2.05 0.3244
H 5.22 1.73 3.71 0.2401
H 4.39 3.13 2.93 0.3321
C -1.40 3.50 0.24 -1.0445
O -1.71 2.32 -0.36 -0.0833
C -2.52 2.49 -1.49 -0.5847
C -3.29 1.18 -1.64 -0.7421
O -2.36 0.12 -1.81 -0.2565
C -2.02 -0.22 -3.10 -0.7617
H -0.92 3.38 1.22 0.2382
H -2.30 4.11 0.32 0.3908
H -0.75 4.08 -0.42 0.3522
H -1.85 2.71 -2.32 0.3146
H -3.26 3.28 -1.38 0.5563
H -4.03 1.11 -2.44 0.5064
H -3.79 0.99 -0.68 0.1111
H -1.60 0.59 -3.70 0.1379
H -2.94 -0.50 -3.62 0.3645
H -1.34 -1.06 -3.16 0.2675
```

Results
Expectation value of S² = 12.007
Multiplicity = 7
DFT total energy = -64929.329 eV
Net charge = +1


What is the DFT total energy in the first record?
-109368.371 eV


Number 1 is which compound?
C16H40Cl4N2O10P2